The following is a quantum chemistry calculation of C3H2Br6O3 as an isolated structure in a non-equilibrium geometry, from OMol25.

XYZ file:
```
14
Properties=species:S:1:pos:R:3
C 1.50438 0.07678 -0.21053
C 0.97706 0.16060 1.22871
C -2.78295 0.52611 0.12498
O 1.21039 0.81300 -1.25580
O 0.39465 -0.66046 1.84380
O -1.63380 0.80815 0.27372
Br 1.27461 -1.99311 -0.79188
Br 1.47286 1.83580 2.00814
Br -3.73851 -0.66314 1.15863
Br -3.94429 1.66515 -0.95369
Br 3.35037 -2.51607 0.27797
Br -0.77159 -1.04945 -2.13428
H 2.49977 0.17555 -0.00521
H 0.18706 0.82108 -1.56457
```

## Properties
Lowest unoccupied orbital energy (eV): -1.64
2S+1: 1
Relative energy (zero: lowest compared OMol25 entry of this formula, charge and spin) (eV): 1.194
Kohn-Sham gap (eV): 8.18
Max |F| (hartree/bohr): 0.063

***

The following is a quantum chemistry calculation of one molecule with the formula C3H2BrCl3O3S in a non-equilibrium geometry, from OMol25.

XYZ file:
```
13
Properties=species:S:1:pos:R:3
C 0.30837 0.62142 -0.26936
C 0.41638 -0.51007 -1.30240
C -1.15495 1.06459 0.03931
O 1.80707 -2.06927 1.71230
O -0.63591 -1.44944 1.75069
O 1.04471 0.33828 0.88046
S 0.64465 -1.48572 1.12041
Cl -1.54678 2.43187 -1.02568
Cl -2.35490 -0.26660 -0.23367
Cl -1.24062 1.69269 1.65302
Br 2.13596 -0.84955 -1.78567
H 0.99148 1.47121 -0.77046
H -0.41547 -0.98941 -1.76896
```

## Properties
Lowest unoccupied orbital energy (spin up / spin down) (eV): -2.25 / -2.72
2S+1: 1
Relative energy (zero: lowest compared OMol25 entry of this formula, charge and spin) (eV): 2.897
Kohn-Sham gap (spin up / spin down) (eV): 7.64 / 6.85
Max |F| (hartree/bohr): 0.066

***

The following is a quantum chemistry calculation of C3H2BrClFNO as an isolated structure in a non-equilibrium geometry, from OMol25.

XYZ file:
```
10
Properties=species:S:1:pos:R:3
C -1.26357 0.65048 -0.49785
C 0.15456 -0.46567 0.89813
C 1.44815 -0.25847 0.57069
N -1.17179 -0.23369 -1.40551
O -0.67142 0.57881 0.77839
F 2.15827 -1.29292 0.28193
Cl -1.81533 2.22166 -1.13510
Br 2.06692 1.29491 -0.41517
H -0.65286 -1.22582 -0.76984
H -0.25292 -1.26929 1.69434
```

## Properties
Lowest unoccupied orbital energy (eV): -0.21
2S+1: 1
Relative energy (zero: lowest compared OMol25 entry of this formula, charge and spin) (eV): 0.000
Kohn-Sham gap (eV): 9.74
Max |F| (hartree/bohr): 0.096